# 1
Entry from the Open Molecules 2025 dataset: one molecule with the formula C18H31N3O2S2 in a non-equilibrium geometry (ωB97M-V/def2-TZVPD).

M = 385.6 g mol⁻¹
Largest force on an atom = 1.10 eV/Å
Structure (SMILES) = CCCCCC[C@@H](C)NC(=S)Nc1cc(S(=O)(=O)N(C)C)ccc1C
HOMO-LUMO gap = 8.753 eV

Geometry as ORCA input:
```
! wB97M-V def2-TZVPD RIJCOSX def2/J DEFGRID3
* xyz 0 1
C 0.062 4.049 1.128
C 0.305 4.579 -0.280
C 0.731 3.502 -1.279
C 2.076 2.837 -0.957
C 1.919 1.511 -0.214
C 3.275 0.896 0.129
C 3.197 -0.267 1.134
C 2.935 0.208 2.557
N 2.158 -1.209 0.770
C 2.300 -2.163 -0.155
S 3.733 -2.503 -0.908
N 1.226 -2.963 -0.455
C -0.111 -2.831 -0.103
C -0.709 -1.580 0.043
C -2.026 -1.483 0.437
S -2.717 0.162 0.620
O -3.765 0.126 1.593
O -1.626 1.075 0.813
N -3.411 0.520 -0.856
C -4.605 -0.230 -1.152
C -2.475 0.652 -1.942
C -2.798 -2.606 0.651
C -2.223 -3.852 0.447
C -0.894 -3.987 0.077
C -0.287 -5.344 -0.113
H -0.610 3.193 1.105
H 0.997 3.750 1.596
H -0.387 4.823 1.747
H -0.618 5.034 -0.648
H 1.067 5.363 -0.250
H 0.787 3.965 -2.268
H -0.048 2.738 -1.318
H 2.622 2.647 -1.884
H 2.683 3.520 -0.359
H 1.364 0.822 -0.856
H 1.329 1.671 0.688
H 3.742 0.531 -0.788
H 3.931 1.659 0.552
H 4.150 -0.810 1.098
H 3.731 0.873 2.879
H 2.900 -0.640 3.238
H 1.990 0.743 2.619
H 1.264 -1.086 1.221
H 1.484 -3.784 -0.986
H -0.174 -0.665 -0.155
H -5.190 0.305 -1.900
H -5.178 -0.302 -0.231
H -4.380 -1.238 -1.527
H -2.933 1.227 -2.747
H -1.614 1.196 -1.562
H -2.152 -0.321 -2.336
H -3.818 -2.498 0.981
H -2.818 -4.740 0.598
H 0.613 -5.452 0.493
H -0.013 -5.503 -1.157
H -0.991 -6.120 0.173
*
```

---

# 2
Entry from the Open Molecules 2025 dataset: a 2-piece molecular cluster, C18H31N5O7S overall in a non-equilibrium geometry (ωB97M-V/def2-TZVPD).

M = 461.5 g mol⁻¹
Largest force on an atom = 2.29 eV/Å
Structure (SMILES) = CNC(=O)[C@@H](NC(C)=O)[C@@H](C)O.NS(=O)(=O)c1ccc(NC(=O)NCCCCO)cc1
HOMO-LUMO gap = 9.441 eV

Geometry as ORCA input:
```
! wB97M-V def2-TZVPD RIJCOSX def2/J DEFGRID3
* xyz 0 1
C -3.115 -0.355 6.402
N -2.039 -1.238 5.954
C -1.314 -1.035 4.846
O -1.494 -0.062 4.123
C -0.221 -2.065 4.546
N 0.009 -2.274 3.103
C -0.418 -3.335 2.423
C -0.105 -3.361 0.946
O -1.027 -4.262 2.941
C 1.074 -1.678 5.274
C 2.045 -2.853 5.369
O 1.759 -0.654 4.599
H -2.720 0.647 6.586
H -3.564 -0.740 7.318
H -3.881 -0.288 5.626
H -1.849 -2.062 6.501
H -0.559 -3.007 4.978
H 0.507 -1.558 2.596
H -0.675 -2.580 0.446
H -0.383 -4.333 0.542
H 0.960 -3.193 0.798
H 0.834 -1.345 6.285
H 1.578 -3.673 5.914
H 2.940 -2.541 5.906
H 2.324 -3.201 4.373
H 2.103 -1.087 3.796
N 3.120 1.145 2.716
S 3.390 -0.029 1.583
O 4.846 -0.153 1.508
O 2.698 -1.211 2.113
C 2.626 0.640 0.088
C 3.398 0.870 -1.056
C 2.801 1.395 -2.207
C 1.434 1.696 -2.240
N 0.925 2.252 -3.421
C -0.392 2.383 -3.811
O -1.312 1.818 -3.245
N -0.641 3.099 -4.963
C -1.967 3.287 -5.555
C -2.004 2.695 -6.970
C -1.718 1.181 -7.022
C -2.760 0.327 -6.294
O -4.021 0.441 -6.956
C 0.676 1.466 -1.081
C 1.261 0.939 0.072
H 2.537 0.731 3.441
H 4.033 1.373 3.083
H 4.463 0.643 -1.051
H 3.418 1.564 -3.083
H 1.605 2.543 -4.110
H 0.146 3.563 -5.401
H -2.185 4.359 -5.608
H -2.758 2.840 -4.945
H -1.262 3.212 -7.586
H -2.988 2.890 -7.410
H -1.682 0.865 -8.069
H -0.734 0.980 -6.588
H -2.439 -0.720 -6.305
H -2.849 0.633 -5.248
H -4.701 -0.069 -6.483
H -0.381 1.705 -1.045
H 0.647 0.779 0.957
*
```

---

# 3
Entry from the Open Molecules 2025 dataset: C18H32AlF6O10S2 as an isolated structure in a non-equilibrium geometry (ωB97M-V/def2-TZVPD).

M = 613.5 g mol⁻¹
Largest force on an atom = 3.94 eV/Å
HOMO-LUMO gap = 3.384 eV

Geometry as ORCA input:
```
! wB97M-V def2-TZVPD RIJCOSX def2/J DEFGRID3
* xyz 1 1
Al 0.087 -0.718 -0.825
C 4.057 1.757 2.008
F 4.833 2.852 2.192
F 4.849 0.622 1.994
F 3.109 1.549 2.901
S 3.151 1.895 0.193
O 2.278 3.076 0.207
O 4.308 2.052 -0.752
O 2.319 0.691 0.102
C 0.773 2.334 -5.001
F 1.703 3.028 -5.651
F -0.118 3.159 -4.510
F 0.082 1.613 -5.864
S 1.453 1.171 -3.595
O 0.912 1.587 -2.303
O 0.866 -0.107 -3.866
O 2.905 1.267 -3.662
C 1.741 -1.012 4.157
C 0.447 -0.238 4.099
C -0.419 -1.041 3.042
O 0.620 -1.238 2.024
C 1.933 -1.413 2.659
H 1.568 -1.890 4.780
H 2.597 -0.444 4.522
H 0.547 0.806 3.803
H 0.047 -0.129 5.107
H -1.270 -0.508 2.617
H -0.859 -1.931 3.490
H 2.629 -0.658 2.292
H 2.353 -2.411 2.529
C -3.843 0.341 -3.861
C -3.808 1.693 -3.023
C -2.382 1.804 -2.549
O -1.822 0.486 -2.630
C -2.380 -0.123 -3.829
H -4.333 0.470 -4.826
H -4.412 -0.370 -3.262
H -4.494 1.616 -2.180
H -4.069 2.548 -3.647
H -2.245 2.232 -1.556
H -1.847 2.437 -3.257
H -2.228 -1.198 -3.727
H -1.882 0.318 -4.692
C -2.924 2.985 1.114
C -1.594 3.348 1.743
C -0.640 2.634 0.885
O -1.364 1.443 0.655
C -2.775 1.486 1.003
H -3.046 3.492 0.157
H -3.740 3.358 1.734
H -1.367 3.121 2.785
H -1.385 4.417 1.705
H 0.345 2.502 1.333
H -0.460 3.135 -0.066
H -2.961 1.054 1.986
H -3.358 0.826 0.361
C 0.890 -5.312 1.526
C 1.763 -5.528 0.344
C 2.015 -4.097 -0.136
O 0.722 -3.477 0.125
C -0.036 -4.221 1.110
H 1.688 -4.926 2.159
H 0.462 -6.261 1.850
H 1.233 -6.059 -0.447
H 2.784 -5.869 0.514
H 2.311 -4.019 -1.182
H 2.856 -3.643 0.389
H -0.931 -4.641 0.650
H -0.243 -3.722 2.057
*
```

---

# 4
Entry from the Open Molecules 2025 dataset: C18H32CoO10 as an isolated structure in a non-equilibrium geometry (ωB97M-V/def2-TZVPD).

M = 467.4 g mol⁻¹
Largest force on an atom = 1.66 eV/Å
HOMO-LUMO gap (spin up / spin down) = 11.658 / 10.893 eV

Geometry as ORCA input:
```
! wB97M-V def2-TZVPD RIJCOSX def2/J DEFGRID3
* xyz 2 4
Co -0.142 0.260 -1.095
O -0.342 2.291 -1.114
C -1.178 3.149 -0.923
O -2.436 2.793 -0.625
C -3.282 3.975 -0.577
C -2.483 5.013 -1.356
C -1.050 4.635 -1.005
H -3.442 4.359 0.435
H -4.270 3.732 -0.956
H -2.650 6.041 -1.030
H -2.701 4.974 -2.423
H -0.793 4.989 -0.004
H -0.342 4.951 -1.763
O -1.437 0.126 0.519
C -1.785 -0.049 1.670
O -0.872 -0.329 2.607
C -1.437 -0.325 3.930
C -2.939 -0.054 3.766
C -3.149 0.129 2.279
H -0.968 0.383 4.610
H -1.259 -1.324 4.331
H -3.280 0.806 4.344
H -3.517 -0.862 4.213
H -3.499 1.104 1.933
H -3.879 -0.573 1.871
O 0.234 -1.802 -0.977
C 0.558 -2.967 -1.030
O -0.354 -3.910 -1.085
C 0.237 -5.217 -0.924
C 1.688 -5.017 -1.371
C 1.942 -3.563 -0.972
H -0.240 -5.967 -1.546
H 0.149 -5.512 0.121
H 1.712 -5.088 -2.456
H 2.397 -5.663 -0.861
H 2.658 -3.086 -1.637
H 2.235 -3.391 0.070
O 1.344 0.511 0.331
C 2.341 0.316 0.970
O 3.439 -0.115 0.344
C 4.461 -0.488 1.276
C 4.151 0.292 2.535
C 2.624 0.424 2.452
H 5.437 -0.300 0.833
H 4.402 -1.570 1.427
H 4.585 1.290 2.479
H 4.531 -0.207 3.421
H 2.256 1.385 2.806
H 2.111 -0.375 2.988
C 2.468 1.012 -2.945
O 1.147 0.483 -2.755
H 2.646 1.337 -3.968
H 2.630 1.829 -2.247
H 3.237 0.276 -2.693
H 1.032 -0.167 -3.460
C -2.652 -1.094 -2.259
O -1.715 -0.035 -2.503
H -3.660 -0.835 -2.579
H -2.378 -1.971 -2.852
H -2.626 -1.390 -1.218
H -1.893 0.380 -3.352
*
```